Entry 1:
# C26H34BBrN4O11PS2

3 unconnected molecules or ions with the total composition C26H34BBrN4O11PS2 (ωB97M-V/def2-TZVPD, the OMol25 dataset).

The geometry in XYZ format:
```
80
Properties=species:S:1:pos:R:3:forces:R:3:mulliken_charge:R:1
C 6.6232 2.5311 2.4507 -0.166 0.020 -0.313 -1.11
C 5.7670 1.4451 1.6298 1.460 1.110 -0.587 -0.22
C 4.8308 2.2461 0.6111 0.628 0.748 0.544 -0.97
N 3.3957 2.2972 0.9803 1.978 -0.864 -0.479 -0.02
B 2.6590 0.9823 0.7405 -1.847 1.351 -0.536 1.56
C 2.8481 0.2081 -0.6867 1.534 -1.185 -0.100 -0.63
N 2.8721 1.1298 -1.8645 -0.878 -0.073 -0.467 -0.36
C 1.5744 1.0559 -2.6244 0.658 1.341 0.288 -0.22
O 1.2275 1.4505 0.6552 -1.719 -1.849 0.426 -0.76
C 0.4770 0.3536 1.2095 -0.422 1.293 -0.209 -1.00
C 1.3295 0.2037 2.6066 -1.641 1.596 -2.283 1.07
C 0.8968 1.5484 3.3543 -0.520 -0.564 1.303 0.95
C 0.8861 1.4370 4.9453 0.231 0.778 0.092 -0.69
C 1.1305 2.9236 5.5091 0.964 -1.615 0.201 -0.50
S -0.3152 4.0467 5.2896 0.564 0.252 -0.939 -0.11
C -0.5014 4.5772 3.5565 -0.532 -0.641 -1.442 0.27
S -2.0224 4.4053 2.8649 1.516 0.365 1.288 -0.26
N 0.5428 5.1137 2.7150 0.540 0.715 -0.602 0.30
C 0.2640 5.7848 1.4980 3.000 1.495 -3.040 -0.20
C 1.5350 6.1720 0.8432 -2.332 -2.400 4.477 -0.43
N 2.5773 5.7262 1.7400 -2.770 -0.925 1.590 -0.55
C 1.9658 5.1157 2.8196 0.862 1.534 -2.668 -0.01
P 0.6960 -1.4549 3.2309 1.858 -0.929 -0.170 0.01
O 1.3681 -1.7550 4.7803 -1.262 0.597 -0.510 -0.50
Br -1.5616 -1.3058 3.6498 0.443 0.564 0.247 -0.33
O 2.6417 0.1733 2.0052 -1.083 -1.298 2.244 -0.76
H 7.3461 3.0767 1.7588 -0.938 -0.771 0.674 0.29
H 5.9413 3.3503 2.8543 0.811 -1.138 -0.197 0.23
H 7.2581 2.0710 3.2616 -0.799 0.494 -0.614 0.35
H 5.2241 0.7236 2.2999 0.386 0.802 -0.769 0.20
H 6.5386 0.8966 0.9927 -1.011 0.250 0.956 0.27
H 5.0373 1.8550 -0.4244 -0.748 0.296 0.935 0.39
H 5.2022 3.3289 0.6147 -0.206 -1.267 -0.120 0.43
H 3.4020 2.4537 2.0005 -0.202 0.065 -0.689 -0.25
H 2.0350 -0.5610 -0.9025 0.891 0.869 0.624 -0.03
H 3.8243 -0.3960 -0.6756 -1.013 0.540 -0.255 0.00
H 2.8977 2.1136 -1.5555 0.153 -0.790 0.209 0.27
H 1.7054 1.7832 -3.4947 -0.374 -1.137 0.721 0.32
H 1.3279 0.0051 -2.9628 0.345 1.449 0.460 -0.14
H 0.7934 1.5168 -1.9425 0.217 -0.995 -0.910 0.14
H 0.4110 -0.5883 0.5823 0.737 0.728 0.528 0.06
H -0.6007 0.6834 1.2842 1.014 -0.267 0.460 0.53
H -0.1729 1.7906 3.0503 1.376 -0.315 0.271 0.16
H 1.5067 2.4484 3.0653 -0.342 -1.257 -0.012 -1.15
H 1.7024 0.7531 5.3489 -0.786 1.003 -0.625 0.40
H -0.0889 1.0113 5.3488 1.057 0.625 -0.594 0.25
H 1.3286 2.8780 6.6306 -0.552 0.342 -1.308 0.39
H 2.0903 3.2753 5.0396 -1.101 -0.045 0.502 0.21
H -0.6970 6.0252 0.9874 0.712 -0.748 1.360 0.29
H 1.6987 6.6858 -0.1360 -0.108 -0.659 1.313 0.33
H 2.5449 4.6558 3.6525 -0.868 0.563 -0.928 0.28
H 0.6673 -1.8910 5.4464 0.433 0.108 -0.403 0.29
C -0.2074 -2.1067 -4.7970 -0.007 0.072 0.203 -0.93
C -0.6302 -2.9410 -5.7494 0.603 0.522 -0.582 0.37
C -1.6190 -4.0199 -5.4581 -0.435 -0.367 0.408 0.88
O -1.9942 -4.7494 -6.3603 0.225 0.199 -0.171 -0.66
C -2.0977 -4.1594 -4.0824 0.036 -0.155 -0.349 -0.65
C -1.6733 -3.3278 -3.1276 -0.606 -0.565 0.757 0.00
C -0.7056 -2.2317 -3.4242 0.481 0.491 -0.231 1.02
O -0.3580 -1.4846 -2.5318 -0.420 -0.452 0.129 -0.46
O -2.1028 -3.4422 -1.8500 0.547 0.533 -0.773 -0.58
O -0.1816 -2.8453 -7.0242 -0.579 -0.468 0.599 -0.58
H 0.5074 -1.3192 -4.9958 -0.015 -0.010 0.015 0.51
H -2.8002 -4.9558 -3.8811 0.013 0.035 -0.011 0.45
H -1.6525 -2.7271 -1.3582 -0.037 -0.056 0.079 0.30
H -0.6371 -3.5560 -7.5128 0.042 0.058 -0.002 0.33
C -8.0851 -5.2703 -2.4506 0.073 -0.087 -0.344 -0.95
C -7.7706 -4.5840 -1.3491 -0.907 -0.425 0.504 0.40
C -6.5574 -3.7164 -1.2909 0.680 0.354 -0.171 0.86
O -6.3171 -3.0931 -0.2746 -0.357 -0.215 0.054 -0.60
C -5.6972 -3.6576 -2.4748 -0.066 0.104 0.276 -0.81
C -6.0104 -4.3469 -3.5750 0.871 0.407 -0.423 0.28
C -7.2378 -5.1926 -3.6420 -0.574 -0.335 0.185 0.93
O -7.4976 -5.7914 -4.6706 0.299 0.171 -0.047 -0.63
O -5.2277 -4.3082 -4.6783 -0.906 -0.362 0.445 -0.46
O -8.5378 -4.6434 -0.2373 0.826 0.375 -0.495 -0.57
H -8.9623 -5.9005 -2.5060 0.017 0.023 0.006 0.41
H -4.8113 -3.0394 -2.4141 0.001 -0.031 0.016 0.46
H -5.6681 -4.8854 -5.3307 0.100 0.051 -0.033 0.32
H -8.0989 -4.0611 0.4120 -0.054 -0.031 0.007 0.36
```
Forces are in eV/Å.

The charge is -1. Its multiplicity is 1. The frontier orbital gap comes out at 4.033 eV. The LUMO energy comes out at -0.303 eV. Its HOMO energy is -0.15934 Eh. Its molar mass is 764.40 g mol⁻¹.

---

Entry 2:
# C26H34BNO2S

2 unconnected molecules or ions with the total composition C26H34BNO2S (ωB97M-V/def2-TZVPD, the OMol25 dataset).

The geometry in XYZ format:
```
65
Properties=species:S:1:pos:R:3:forces:R:3:nbo_charge:R:1
C 4.3097 5.8961 1.7031 0.299 0.031 -0.528 -0.64
C 3.4574 4.8251 2.2752 -0.772 -0.582 1.718 -0.19
C 3.2369 4.5470 3.6210 0.124 -0.366 -1.672 -0.26
C 2.1596 3.6302 3.8325 -0.957 0.237 -0.787 -0.25
C 1.3986 3.3563 2.6940 2.700 0.370 0.158 -0.16
B 1.4663 -0.9592 2.1925 -0.970 1.490 1.045 1.01
C 0.0547 2.8577 2.5435 -1.370 -0.680 -0.428 -0.15
C -0.7390 2.6041 3.6916 0.316 0.296 -0.793 -0.10
C -2.1249 2.5509 3.5829 -0.079 0.109 -0.132 -0.35
C -2.7705 2.7730 2.3274 0.891 -0.029 0.233 0.27
N -4.1006 3.0790 2.2858 -0.917 0.098 0.243 -0.44
C -4.8506 3.1115 1.0475 0.261 -0.178 -0.181 -0.40
C -4.8183 3.4137 3.5101 0.178 -0.249 0.162 -0.40
C -1.9673 2.6919 1.1534 -0.370 0.289 0.328 -0.32
C -0.5818 2.7535 1.2675 0.181 -0.069 0.723 -0.16
O 1.9533 -0.6320 0.9497 0.448 -0.065 -0.275 -0.72
C 3.3884 -0.6021 1.1414 -0.086 -0.142 0.198 0.26
C 3.8642 -1.8884 0.4523 0.401 0.022 -0.022 -0.63
C 3.9231 0.6522 0.4368 0.120 -0.043 0.150 -0.64
C 3.5729 -0.5899 2.7712 -0.457 0.477 0.211 0.25
C 4.1091 -1.8752 3.4159 0.386 0.069 -0.247 -0.63
C 4.2247 0.6761 3.3389 0.405 0.163 -0.355 -0.62
O 2.2321 -0.5169 3.2586 1.171 0.665 0.119 -0.73
S 2.3398 3.9360 1.2932 -0.856 0.503 0.788 0.38
H 4.6474 6.5867 2.4778 -0.052 -0.126 -0.011 0.23
H 5.1915 5.5087 1.1831 -0.034 0.024 0.047 0.22
H 3.7213 6.4557 0.9696 0.190 0.101 0.081 0.22
H 3.8162 5.0178 4.4027 -0.027 -0.092 0.069 0.22
H 1.8961 3.2416 4.8060 -0.139 0.233 0.085 0.22
H -0.2185 2.5061 4.6566 -0.551 0.086 -0.431 0.21
H -2.7292 2.3560 4.4748 0.280 0.240 -0.361 0.22
H -4.8753 2.1204 0.5733 -0.037 0.119 -0.003 0.19
H -5.8794 3.4117 1.2615 0.251 -0.049 -0.113 0.21
H -4.4178 3.8157 0.3248 -0.076 -0.023 0.096 0.20
H -4.3118 4.2244 4.0664 -0.157 -0.277 -0.239 0.20
H -5.8382 3.7351 3.2541 0.447 -0.116 0.144 0.21
H -4.8851 2.5402 4.1829 -0.133 0.300 -0.132 0.19
H -2.4659 2.6259 0.1756 0.471 0.109 0.465 0.22
H 0.0264 2.6981 0.3557 -0.230 0.229 0.408 0.23
H 4.9247 -2.1025 0.6553 -0.279 -0.011 -0.063 0.20
H 3.2409 -2.7559 0.7382 0.371 0.439 0.054 0.21
H 3.7387 -1.7541 -0.6317 0.055 -0.062 0.277 0.22
H 5.0269 0.6738 0.4939 -0.421 0.105 -0.023 0.21
H 3.6277 0.6368 -0.6226 0.095 -0.169 0.272 0.22
H 3.5074 1.5827 0.8637 0.296 -0.626 -0.119 0.23
H 5.1524 -2.0663 3.1489 -0.056 -0.130 0.029 0.20
H 4.0374 -1.7628 4.5049 0.091 0.095 -0.240 0.22
H 3.4890 -2.7478 3.1607 0.238 0.287 -0.146 0.21
H 5.3128 0.6933 3.1341 -0.441 0.169 0.104 0.20
H 3.7329 1.5850 2.9237 0.468 -0.682 0.252 0.23
H 4.0584 0.7040 4.4290 0.134 -0.165 -0.403 0.22
C -0.1619 -0.6128 2.6844 -2.818 1.041 -0.762 -0.41
C 0.4416 -1.9946 2.6983 0.886 -3.614 -0.055 -0.57
C 0.4220 -3.0241 1.6962 -1.393 0.287 0.921 0.07
C -0.2197 -3.0158 0.4909 0.777 -1.389 -1.207 -0.43
C -1.2104 -2.1272 0.0509 -0.495 1.451 0.866 0.01
C -1.6838 -0.9770 0.6941 -0.960 -0.992 -2.503 -0.41
C -1.2408 -0.3381 1.8284 1.426 0.461 2.461 0.04
H -0.2224 -0.1646 3.6863 0.286 -0.032 -0.716 0.25
H 0.6559 -2.3373 3.7146 0.017 -0.004 -0.414 0.25
H 0.9592 -3.9419 1.9846 -0.191 0.490 -0.180 0.22
H -0.0152 -3.8593 -0.1917 -0.039 0.477 0.445 0.21
H -1.7031 -2.3721 -0.8968 0.116 -0.010 0.398 0.21
H -2.5553 -0.5051 0.2186 0.463 -0.156 0.057 0.20
H -1.8280 0.5311 2.1352 0.123 -0.435 -0.067 0.23
```
Forces are in eV/Å.

Its multiplicity is 1. The frontier orbital gap comes out at 5.802 eV. The LUMO energy comes out at -0.650 eV. As for the energy above the lowest of the compared OMol25 structures with the same formula, charge and spin: 2.210 eV. Its HOMO energy is -0.23713 Eh. Its molar mass is 435.44 g mol⁻¹.

---

Entry 3:
# C26H34Cl2F6N2OPdSSb

A molecular structure, C26H34Cl2F6N2OPdSSb (ωB97M-V/def2-TZVPD, the OMol25 dataset).

The geometry in XYZ format:
```
74
Properties=species:S:1:pos:R:3:forces:R:3:mulliken_spin:R:1
Pd 0.5177 0.0342 0.4000 -0.114 -0.358 -0.115 0.74
C 7.0497 -1.2142 -1.4723 0.007 -0.002 0.000 0.00
C 6.7405 -0.6100 -0.0923 -0.005 0.002 0.003 0.00
C 7.1481 -1.5979 1.0133 0.002 -0.004 0.001 0.00
C 7.5337 0.6848 0.0773 -0.003 0.000 -0.004 0.00
C 5.2444 -0.3745 0.0002 -0.019 0.002 -0.003 0.00
C 4.6783 0.8840 0.1868 0.009 0.008 0.000 0.00
C 3.3087 1.0301 0.2700 -0.033 0.043 0.050 0.01
N 2.4941 -0.0189 0.1694 0.015 -0.091 -0.085 0.02
C 2.9986 -1.2637 -0.0258 -0.002 -0.022 -0.036 -0.03
C 4.3567 -1.4526 -0.1104 -0.013 0.013 0.011 0.00
C 1.9852 -2.3210 -0.1725 0.038 -0.020 -0.030 0.04
C 2.2590 -3.6589 -0.3570 -0.012 0.043 -0.016 0.00
C 1.2227 -4.5803 -0.5251 0.009 -0.004 0.009 0.00
C -0.0764 -4.0709 -0.5201 -0.024 0.004 0.002 0.00
C -0.3037 -2.7281 -0.3219 -0.078 0.024 -0.020 0.00
N 0.7109 -1.8789 -0.1445 0.127 0.025 0.062 0.03
C 1.4657 -6.0696 -0.6856 0.000 0.001 0.009 0.00
C 0.8501 -6.7751 0.5358 -0.009 -0.010 -0.017 0.00
C 0.7771 -6.5542 -1.9710 -0.007 -0.010 -0.002 0.00
C 2.9545 -6.4053 -0.7607 0.007 0.013 0.008 0.00
H 8.1219 -1.3921 -1.5513 0.002 -0.001 -0.003 0.00
H 6.7597 -0.5365 -2.2767 0.000 0.000 -0.001 0.00
H 6.5464 -2.1698 -1.6263 0.001 -0.002 -0.001 0.00
H 8.2237 -1.7653 0.9622 0.001 -0.002 0.000 0.00
H 6.6611 -2.5678 0.9024 -0.001 0.002 0.001 0.00
H 6.9146 -1.2049 2.0038 0.000 0.002 0.002 0.00
H 8.5975 0.4605 0.0129 0.001 0.000 -0.002 0.00
H 7.3578 1.1472 1.0502 0.001 0.000 0.003 0.00
H 7.3076 1.4090 -0.7077 -0.001 0.002 0.000 0.00
H 5.2919 1.7675 0.2752 -0.001 0.000 0.002 0.00
H 2.8354 1.9875 0.4346 0.001 0.005 0.006 -0.01
H 4.7382 -2.4501 -0.2689 0.004 -0.009 0.004 0.00
H 3.2853 -3.9907 -0.3682 0.009 -0.003 0.002 0.00
H -0.9317 -4.7179 -0.6503 -0.001 0.002 0.001 0.00
H -1.3021 -2.3167 -0.2866 0.016 0.000 0.015 0.00
H -0.2231 -6.5967 0.6104 -0.002 -0.004 0.002 0.00
H 1.3191 -6.4450 1.4639 0.003 0.003 0.001 0.00
H 1.0034 -7.8500 0.4423 -0.002 -0.003 0.001 0.00
H -0.3050 -6.4289 -1.9325 0.000 0.007 -0.003 0.00
H 0.9763 -7.6174 -2.1022 -0.006 -0.001 0.001 0.00
H 1.1565 -6.0297 -2.8495 0.007 0.000 -0.001 0.00
H 3.4820 -6.1401 0.1581 0.001 0.005 -0.003 0.00
H 3.4412 -5.9177 -1.6085 0.004 -0.003 -0.004 0.00
H 3.0700 -7.4797 -0.8958 -0.002 -0.002 0.001 0.00
F -1.0531 0.9070 3.1607 -0.077 -0.072 0.023 0.00
Sb -1.5915 -0.8723 2.8198 -0.073 0.374 0.196 0.01
F -1.4728 -0.2685 0.8555 0.029 0.137 0.048 0.02
F -1.4447 -1.3910 4.5840 0.023 -0.048 -0.065 0.00
F -3.3715 -0.3694 2.7626 0.044 -0.075 -0.018 0.00
F 0.3085 -1.1064 2.4361 0.036 0.054 0.005 0.05
F -1.9082 -2.5745 2.1295 0.083 0.022 -0.044 0.00
Cl 0.0337 0.5559 -2.1047 0.122 0.120 -0.020 0.14
C -1.6475 1.1243 -2.5368 0.022 -0.045 -0.095 0.00
Cl -2.4620 1.9297 -1.2352 0.014 0.024 0.079 0.00
H -2.1865 0.2319 -2.8293 -0.016 0.011 -0.007 0.00
H -1.4819 1.8056 -3.3638 -0.025 -0.018 -0.007 0.01
C 0.2507 3.6537 2.8470 -0.022 0.014 -0.012 0.00
S -0.4549 2.9557 1.3639 0.047 0.012 -0.026 0.00
O 0.6826 1.9923 0.8850 -0.057 -0.049 0.087 -0.01
C -0.3026 4.3407 0.2613 -0.068 -0.044 -0.017 0.00
C -1.2608 5.3367 0.3961 -0.033 0.024 -0.002 0.00
C -1.2005 6.4371 -0.4442 -0.008 0.002 0.012 0.00
C -0.2088 6.5188 -1.4131 -0.003 -0.001 0.003 0.00
C 0.7278 5.5036 -1.5465 0.000 0.001 0.000 0.00
C 0.6878 4.4009 -0.7047 0.003 -0.003 0.012 0.00
H 1.2395 4.0469 2.6207 0.000 -0.007 -0.020 0.00
H 0.2766 2.8677 3.5951 -0.002 -0.055 0.037 0.00
H -0.4157 4.4540 3.1705 0.005 -0.008 -0.016 0.00
H -2.0478 5.2609 1.1383 0.001 -0.005 -0.007 0.00
H -1.9345 7.2251 -0.3475 -0.001 0.000 -0.001 0.00
H -0.1708 7.3761 -2.0710 0.002 0.001 0.000 0.00
H 1.4936 5.5700 -2.3073 0.004 0.000 0.001 0.00
H 1.4059 3.6004 -0.8074 0.021 -0.021 -0.001 0.00
```
Forces are in eV/Å.

The charge is +2. Its multiplicity is 2. The frontier orbital gap (alpha / beta) comes out at 6.763 / 5.654 eV. As for the expectation value of S²: 0.753. The LUMO energy (alpha / beta) comes out at -7.968 / -9.078 eV. As for the energy above the lowest of the compared OMol25 structures with the same formula, charge and spin: 0.000 eV. Its HOMO energy (alpha / beta) is -0.54137 / -0.54139 Eh. Its molar mass is 835.71 g mol⁻¹.